--- A ---
Molecular formula: C2H3N2OS
Method: DFT, ωB97M-V with the def2-TZVPD basis set

Last column: Löwdin charge in e.
Cartesian coordinates (Å):
C  -0.39  0.03  0.95  -0.38
C  0.74  -0.31  0.12  -0.30
N  -1.09  1.08  0.69  -0.48
N  0.31  -0.18  -1.34  -0.30
O  -0.66  -0.89  -1.74  -0.25
S  -0.74  1.84  -0.73  0.48
H  -0.83  -0.72  1.55  0.06
H  1.48  0.45  0.21  0.06
H  1.18  -1.31  0.30  0.10

- gap between HOMO and LUMO (eV) = 6.75
- total charge = -1
- HOMO level (eV) = -2.57



--- B ---
Molecular formula: C2H3N2OS
Method: DFT, ωB97M-V with the def2-TZVPD basis set

Last column: Löwdin charge in e.
Cartesian coordinates (Å):
C  0.10  0.00  0.06  -0.20
N  1.25  -0.68  -0.45  -0.11
N  1.04  -1.51  -1.40  -0.07
C  2.07  -2.51  -1.74  -1.09
O  2.96  -2.34  -2.54  -0.08
S  1.33  -3.93  -1.09  0.34
H  0.03  -0.42  1.09  0.07
H  -0.84  0.35  -0.55  0.09
H  0.42  1.02  0.35  0.04

- gap between HOMO and LUMO (eV) = 7.27
- total charge = -1
- HOMO level (eV) = -3.39
- structure (SMILES) = C/N=N/C([O-])=S



Which structure is most stable? B, by 210.6 kJ/mol over the runner-up.



--- A ---
Molecular formula: C22H24FN5O
Method: DFT, ωB97M-V with the def2-TZVPD basis set

Last column: Löwdin charge in e.
Cartesian coordinates (Å):
C  0.24  -4.03  -1.02  -0.16
H  1.16  -4.75  -1.18  0.15
H  0.49  -3.18  -1.89  0.18
H  -0.68  -4.59  -1.35  0.12
C  0.16  -3.59  0.14  -0.51
C  -0.29  -4.59  1.36  0.01
H  0.39  -5.45  1.44  0.09
H  -1.24  -4.89  0.96  0.07
H  -0.31  -4.08  2.23  0.03
C  1.54  -2.87  0.67  -0.05
H  1.35  -2.16  1.68  0.21
H  2.13  -3.53  0.65  -0.01
C  2.02  -1.94  -0.42  -0.16
C  0.87  -0.81  -0.69  -0.12
C  -0.48  -1.11  -0.48  -0.22
N  -1.24  -0.05  -0.69  0.02
N  -0.32  0.67  -1.43  0.10
C  0.81  0.25  -1.36  -0.23
H  1.78  0.90  -1.99  0.22
C  -2.52  0.44  -0.50  -0.14
C  -3.47  -0.36  -0.01  0.05
C  -4.82  0.25  0.40  -0.13
C  -5.09  1.50  -0.20  -0.09
C  -4.21  2.18  -0.78  -0.12
C  -2.86  1.82  -1.37  0.18
H  -2.04  2.25  -1.67  0.01
H  -4.40  2.91  -1.35  0.04
H  -6.06  1.90  -0.14  0.11
F  -5.67  -0.63  1.04  0.03
H  -3.17  -1.36  0.59  0.14
C  -0.94  -2.20  0.29  -0.04
H  -1.22  -2.11  1.26  0.08
H  -1.82  -2.67  -0.12  0.10
N  2.97  -1.05  0.32  0.07
C  3.88  -0.30  -0.37  -0.58
O  4.26  -0.29  -1.48  0.08
C  4.58  0.91  0.25  -0.03
H  4.49  0.73  1.75  0.19
H  5.58  1.03  0.13  0.04
C  3.73  2.35  0.18  -0.18
C  2.49  2.22  0.68  -0.30
N  1.82  1.51  1.67  0.16
C  0.59  1.49  1.82  -0.20
C  -0.20  2.36  1.29  -0.04
N  0.19  3.44  0.30  0.16
C  1.71  3.21  -0.01  0.04
H  1.98  3.88  -0.68  0.05
H  -1.06  2.43  1.58  0.01
H  0.37  0.90  2.42  0.02
H  3.75  2.45  -0.95  0.14
H  4.41  3.10  0.50  0.12
H  2.69  -0.41  1.13  0.12
H  2.67  -2.15  -1.28  0.16

- gap between HOMO and LUMO (eV) = 8.11
- total charge = 0
- HOMO level (eV) = -8.44



--- B ---
Molecular formula: C22H24FN5O
Method: DFT, ωB97M-V with the def2-TZVPD basis set

Last column: Löwdin charge in e.
Cartesian coordinates (Å):
O  2.19  -4.06  -0.63  0.05
C  2.35  -2.85  -0.57  -0.45
C  2.85  -2.18  0.71  -0.09
N  1.81  -1.30  1.19  -0.22
C  2.22  -0.43  2.28  -0.18
C  1.03  0.41  2.75  -0.10
C  -0.03  0.45  1.64  -0.26
N  -1.10  1.35  1.97  -0.04
N  -1.92  1.14  3.00  0.06
N  -2.79  2.05  3.09  0.07
C  -2.58  2.96  2.10  -0.22
C  -3.25  4.13  1.75  0.07
C  -2.75  4.80  0.66  -0.28
F  -3.34  5.95  0.27  0.05
C  -1.64  4.37  -0.08  -0.01
C  -0.98  3.22  0.25  -0.01
C  -1.46  2.51  1.35  -0.15
C  -0.58  -0.97  1.43  -0.09
C  0.57  -1.98  1.53  -0.15
N  2.06  -2.03  -1.61  -0.03
C  2.29  -0.60  -1.61  -0.13
C  1.34  0.13  -2.57  -0.10
C  -0.04  -0.46  -2.47  -0.19
C  -1.19  0.28  -2.26  -0.04
C  -2.41  -0.37  -2.15  -0.09
C  -2.48  -1.75  -2.25  -0.08
C  -1.32  -2.49  -2.45  -0.02
C  -0.10  -1.85  -2.56  -0.16
C  1.22  -2.55  -2.68  -0.07
H  3.11  -2.98  1.42  0.14
H  3.75  -1.59  0.51  0.13
H  3.02  0.22  1.90  0.12
H  2.63  -1.00  3.13  0.12
H  1.35  1.42  3.00  0.12
H  0.57  -0.02  3.64  0.12
H  0.43  0.81  0.72  0.14
H  -4.10  4.49  2.31  0.13
H  -1.32  4.97  -0.92  0.12
H  -0.12  2.88  -0.31  0.10
H  -1.34  -1.17  2.18  0.11
H  -1.05  -1.02  0.44  0.10
H  0.41  -2.80  0.84  0.12
H  0.62  -2.41  2.55  0.13
H  2.13  -0.22  -0.60  0.10
H  3.33  -0.40  -1.91  0.13
H  1.69  0.01  -3.60  0.12
H  1.34  1.19  -2.35  0.12
H  -1.14  1.35  -2.18  0.10
H  -3.31  0.21  -1.99  0.10
H  -3.43  -2.25  -2.16  0.10
H  -1.37  -3.57  -2.51  0.12
H  1.12  -3.63  -2.53  0.12
H  1.69  -2.36  -3.65  0.14

- gap between HOMO and LUMO (eV) = 9.32
- total charge = 0
- HOMO level (eV) = -8.92
- structure (SMILES) = O=C(CN1CCC(n2nnc3cc(F)ccc32)CC1)N1CCc2ccccc2C1



Which structure is most stable? B, by 2029.1 kJ/mol over the runner-up.



--- A ---
Molecular formula: C4H8F2
Method: DFT, ωB97M-V with the def2-TZVPD basis set

Last column: Löwdin charge in e.
Cartesian coordinates (Å):
C  -0.89  -1.27  0.36  -0.03
C  -0.96  0.27  0.40  -0.36
F  -1.61  0.77  1.55  -0.04
C  0.44  0.74  0.34  -0.19
C  1.17  0.50  -0.92  -0.29
F  0.73  1.16  -2.01  -0.01
H  -1.74  -1.81  0.28  0.04
H  -0.23  -1.39  -0.45  0.03
H  -0.46  -1.79  1.27  0.12
H  -1.59  0.60  -0.56  0.18
H  1.00  0.22  1.10  0.12
H  0.60  1.83  0.49  0.14
H  2.24  0.82  -0.74  0.13
H  1.29  -0.66  -1.11  0.14

- gap between HOMO and LUMO (eV) = 12.41
- total charge = 0
- HOMO level (eV) = -11.36
- structure (SMILES) = C[C@@H](F)CCF



--- B ---
Molecular formula: C4H8F2
Method: DFT, ωB97M-V with the def2-TZVPD basis set

Last column: Löwdin charge in e.
Cartesian coordinates (Å):
C  1.01  -1.25  0.16  -0.04
C  0.50  -0.06  0.95  -0.40
F  1.73  0.51  1.34  -0.07
C  -0.30  0.97  0.15  -0.13
C  -1.21  0.38  -1.00  -0.22
F  -2.04  1.42  -1.38  -0.07
H  2.12  -1.34  -0.06  0.11
H  0.52  -2.21  0.49  0.10
H  0.61  -1.03  -0.87  0.05
H  -0.02  -0.29  1.84  0.12
H  0.51  1.71  -0.07  0.13
H  -1.04  1.51  0.90  0.15
H  -0.56  0.10  -1.93  0.14
H  -1.85  -0.42  -0.53  0.14

- gap between HOMO and LUMO (eV) = 12.25
- total charge = 0
- HOMO level (eV) = -11.24
- structure (SMILES) = C[C@@H](F)CCF



Which structure is most stable? A, by 26.0 kJ/mol over the runner-up.



--- A ---
Molecular formula: C20H33N5O4
Method: DFT, ωB97M-V with the def2-TZVPD basis set

Last column: Löwdin charge in e.
Cartesian coordinates (Å):
C  7.21  -0.01  0.06  -0.07
C  6.00  0.38  0.87  -0.28
O  4.97  -0.55  0.61  -0.12
C  3.83  -0.44  1.45  -0.34
C  3.03  0.83  1.17  -0.10
C  1.73  0.82  1.97  -0.15
N  0.97  -0.38  1.70  -0.05
C  -0.03  -0.47  0.77  -0.41
O  -0.46  -1.53  0.35  0.09
C  -0.58  0.87  0.26  -0.13
O  -1.62  0.62  -0.64  -0.10
C  -2.60  1.64  -0.66  -0.31
C  -2.18  2.84  -1.54  -0.05
C  -2.85  2.14  -2.75  -0.25
N  -1.91  1.37  -3.53  0.11
C  -2.14  1.08  -4.83  -0.49
O  -3.05  1.57  -5.48  0.05
C  -1.19  0.08  -5.47  -0.09
C  -0.64  0.62  -6.79  -0.11
C  -0.21  -0.47  -7.71  -0.34
N  1.02  -0.93  -7.88  0.12
C  0.84  -1.93  -8.78  -0.23
N  -0.40  -2.12  -9.16  0.09
N  -1.07  -1.17  -8.48  -0.14
C  -2.49  -0.99  -8.66  0.00
C  -3.65  1.28  -1.72  -0.04
C  1.70  -1.59  2.05  -0.11
C  3.00  -1.70  1.26  -0.29
C  3.77  -2.95  1.65  -0.05
H  8.03  0.69  0.23  0.08
H  7.54  -1.01  0.33  0.08
H  6.97  0.00  -1.01  0.08
H  6.23  0.38  1.94  0.12
H  5.68  1.40  0.60  0.11
H  4.17  -0.41  2.50  0.16
H  3.61  1.72  1.41  0.12
H  2.80  0.86  0.09  0.13
H  1.97  0.83  3.04  0.13
H  1.14  1.71  1.78  0.11
H  -0.94  1.44  1.13  0.13
H  0.23  1.45  -0.20  0.13
H  -2.95  1.85  0.36  0.14
H  -2.70  3.76  -1.27  0.12
H  -1.11  3.05  -1.62  0.11
H  -3.42  2.75  -3.44  0.14
H  -1.25  0.80  -3.02  0.14
H  -0.37  -0.20  -4.80  0.12
H  -1.78  -0.82  -5.65  0.13
H  -1.41  1.23  -7.26  0.11
H  0.23  1.26  -6.61  0.13
H  1.65  -2.54  -9.15  0.10
H  -2.89  -0.41  -7.83  0.08
H  -2.69  -0.46  -9.59  0.09
H  -2.96  -1.97  -8.69  0.09
H  -3.76  0.22  -1.94  0.12
H  -4.62  1.72  -1.50  0.12
H  1.92  -1.56  3.12  0.14
H  1.06  -2.45  1.86  0.13
H  2.74  -1.76  0.19  0.16
H  4.04  -2.92  2.71  0.09
H  3.17  -3.84  1.48  0.08
H  4.69  -3.04  1.07  0.08

- gap between HOMO and LUMO (eV) = 9.82
- total charge = 0
- HOMO level (eV) = -9.34
- structure (SMILES) = CCO[C@H]1CCN(C(=O)CO[C@H]2C[C@@H](NC(=O)CCc3ncnn3C)C2)C[C@@H]1C



--- B ---
Molecular formula: C20H33N5O4
Method: DFT, ωB97M-V with the def2-TZVPD basis set

Last column: Löwdin charge in e.
Cartesian coordinates (Å):
C  -5.67  3.48  -4.01  -0.07
C  -5.01  3.12  -2.70  -0.28
O  -3.67  3.57  -2.74  -0.12
C  -2.97  3.46  -1.52  -0.34
C  -2.59  2.01  -1.21  -0.10
C  -1.72  1.93  0.04  -0.14
N  -0.55  2.79  -0.09  -0.05
C  0.70  2.35  -0.40  -0.40
O  1.59  3.10  -0.77  0.07
C  0.95  0.85  -0.25  -0.12
O  2.29  0.46  -0.38  -0.10
C  3.20  1.04  0.56  -0.29
C  3.07  0.41  1.96  -0.05
C  4.12  -0.65  1.54  -0.26
N  3.54  -1.87  1.03  0.11
C  3.18  -2.88  1.86  -0.49
O  3.46  -2.89  3.05  0.06
C  2.44  -4.04  1.21  -0.09
C  1.19  -4.38  2.04  -0.11
C  0.54  -5.64  1.56  -0.34
N  -0.45  -5.71  0.70  0.12
C  -0.64  -7.05  0.57  -0.23
N  0.16  -7.79  1.29  0.09
N  0.92  -6.87  1.92  -0.14
C  1.96  -7.30  2.84  0.00
C  4.53  0.30  0.40  -0.05
C  -0.89  4.18  -0.33  -0.11
C  -1.73  4.35  -1.60  -0.30
C  -2.10  5.81  -1.81  -0.05
H  -6.71  3.16  -4.01  0.08
H  -5.65  4.56  -4.16  0.08
H  -5.15  3.00  -4.84  0.08
H  -5.53  3.60  -1.86  0.12
H  -5.05  2.04  -2.54  0.11
H  -3.61  3.83  -0.70  0.16
H  -3.48  1.39  -1.08  0.12
H  -2.04  1.61  -2.07  0.13
H  -2.29  2.26  0.91  0.13
H  -1.42  0.90  0.24  0.11
H  0.55  0.52  0.72  0.12
H  0.40  0.31  -1.02  0.14
H  3.19  2.12  0.47  0.13
H  3.46  1.07  2.73  0.12
H  2.10  0.03  2.28  0.11
H  4.87  -0.92  2.28  0.14
H  3.10  -1.82  0.12  0.13
H  2.16  -3.82  0.18  0.12
H  3.12  -4.89  1.20  0.13
H  1.48  -4.46  3.09  0.11
H  0.46  -3.58  1.95  0.13
H  -1.39  -7.48  -0.07  0.10
H  2.51  -6.43  3.18  0.08
H  1.52  -7.81  3.69  0.09
H  2.64  -7.98  2.33  0.09
H  4.72  -0.14  -0.58  0.12
H  5.38  0.93  0.69  0.12
H  -1.46  4.55  0.53  0.14
H  0.03  4.75  -0.41  0.13
H  -1.14  4.00  -2.45  0.16
H  -2.69  6.18  -0.96  0.09
H  -1.21  6.43  -1.89  0.08
H  -2.70  5.94  -2.71  0.08

- gap between HOMO and LUMO (eV) = 9.83
- total charge = 0
- HOMO level (eV) = -9.30
- structure (SMILES) = CCO[C@H]1CCN(C(=O)CO[C@H]2C[C@@H](NC(=O)CCc3ncnn3C)C2)C[C@@H]1C



Which structure is most stable? B, by 10.9 kJ/mol over the runner-up.



--- A ---
Molecular formula: C5H11NO2P
Method: DFT, ωB97M-V with the def2-TZVPD basis set

Last column: Löwdin charge in e.
Cartesian coordinates (Å):
C  -1.41  0.43  -0.43  -0.41
C  1.20  0.26  1.46  -0.08
C  2.44  -0.66  -0.68  -0.13
C  0.13  -0.71  -0.61  -0.08
C  1.33  0.11  -0.03  -0.47
N  -1.20  1.51  -1.01  0.04
O  -3.26  -1.49  -0.29  -0.56
O  -3.94  0.91  0.11  -0.33
P  -2.80  -0.33  0.54  0.51
H  1.44  -0.69  1.80  0.05
H  0.19  0.35  1.87  0.07
H  1.98  0.91  1.79  0.07
H  3.52  -0.43  -0.16  0.10
H  2.61  -0.60  -1.69  0.03
H  2.35  -1.82  -0.48  0.11
H  -0.14  -1.57  -0.12  0.03
H  0.08  -0.94  -1.60  0.05
H  1.39  1.08  -0.38  0.08
H  -1.96  2.17  -0.84  0.02
H  -3.98  1.51  0.75  -0.09

- gap between HOMO and LUMO (eV) = 6.62
- total charge = -1
- HOMO level (eV) = -2.98



--- B ---
Molecular formula: C5H11NO2P
Method: DFT, ωB97M-V with the def2-TZVPD basis set

Last column: Löwdin charge in e.
Cartesian coordinates (Å):
C  -0.38  -0.42  -0.05  -0.16
C  -2.64  -0.21  1.16  -0.12
C  -2.38  0.48  -1.19  -0.09
C  2.80  0.85  0.68  -0.24
C  -1.84  -0.55  -0.09  -0.45
N  0.55  -1.06  -0.62  0.08
O  4.12  -0.02  -1.59  -0.41
O  4.64  -1.28  0.44  -0.46
P  3.63  -0.52  -0.34  0.30
H  -2.23  -0.63  2.01  0.05
H  -3.58  -0.66  1.10  0.05
H  -2.85  0.92  1.19  0.10
H  -3.39  0.78  -1.12  0.03
H  -1.93  1.51  -1.00  0.09
H  -2.03  -0.05  -2.15  0.10
H  2.03  1.26  -0.03  0.03
H  2.35  0.57  1.65  0.03
H  3.61  1.48  0.92  -0.01
H  -2.11  -1.64  -0.28  0.14
H  1.62  -0.80  -0.66  -0.04

- gap between HOMO and LUMO (alpha / beta) (eV) = 7.09 / 5.32
- total charge = -1
- HOMO level (alpha / beta) (eV) = -3.85 / -2.45



Which structure is most stable? A, by 80.6 kJ/mol over the runner-up.



--- A ---
Molecular formula: CH3IO2
Method: DFT, ωB97M-V with the def2-TZVPD basis set

Last column: Löwdin charge in e.
Cartesian coordinates (Å):
C  1.15  0.29  -0.55  0.08
O  1.23  -0.95  -0.47  -0.13
O  0.30  -1.68  0.07  -0.17
I  -3.16  -0.04  -0.04  0.39
H  -1.93  -1.04  0.14  -0.38
H  0.31  0.87  -0.17  0.10
H  1.99  0.77  -1.03  0.10

- gap between HOMO and LUMO (eV) = 9.19
- total charge = 0
- HOMO level (eV) = -9.83



--- B ---
Molecular formula: CH3IO2
Method: DFT, ωB97M-V with the def2-TZVPD basis set

Last column: Löwdin charge in e.
Cartesian coordinates (Å):
C  -0.04  -0.42  0.02  -1.02
O  0.93  0.17  0.71  -0.13
O  -0.23  0.08  -1.23  -0.07
I  -1.93  -0.81  1.07  0.71
H  0.52  -1.41  0.02  0.13
H  0.72  1.36  0.77  0.26
H  0.04  1.03  -1.35  0.12

- gap between HOMO and LUMO (eV) = 9.55
- total charge = 0
- HOMO level (eV) = -9.50



Which structure is most stable? B, by 321.2 kJ/mol over the runner-up.



--- A ---
Molecular formula: C3H5NS2
Method: DFT, ωB97M-V with the def2-TZVPD basis set

Last column: Löwdin charge in e.
Cartesian coordinates (Å):
C  3.08  0.58  -0.31  -1.01
C  -0.58  -0.83  0.12  -0.21
C  0.20  0.14  0.77  -0.61
N  3.20  1.67  -0.75  0.02
S  0.34  1.70  0.04  0.90
S  2.64  -0.79  0.34  0.68
H  -1.53  -0.73  0.66  0.11
H  -0.29  -1.86  0.13  0.09
H  -0.79  -0.61  -0.90  0.07
H  0.38  0.04  1.81  0.06
H  1.21  2.08  0.90  -0.11

- gap between HOMO and LUMO (alpha / beta) (eV) = 7.59 / 7.60
- total charge = 0
- HOMO level (alpha / beta) (eV) = -8.69 / -8.69



--- B ---
Molecular formula: C3H5NS2
Method: DFT, ωB97M-V with the def2-TZVPD basis set

Last column: Löwdin charge in e.
Cartesian coordinates (Å):
C  -0.35  0.77  1.48  -0.39
C  0.73  -0.30  1.18  -0.44
C  -0.02  -0.12  -1.34  -1.01
N  -1.10  1.58  0.98  0.18
S  1.39  -0.16  -0.52  0.82
S  -0.21  0.58  -2.93  0.69
H  -0.57  0.34  2.50  0.12
H  1.59  -0.21  1.76  0.03
H  0.54  -1.42  1.30  0.11
H  -0.80  -0.84  -1.09  0.03
H  -1.21  -0.22  -3.33  -0.13

- gap between HOMO and LUMO (alpha / beta) (eV) = 9.10 / 6.29
- total charge = 0
- HOMO level (alpha / beta) (eV) = -9.03 / -6.96



--- C ---
Molecular formula: C3H5NS2
Method: DFT, ωB97M-V with the def2-TZVPD basis set

Last column: Löwdin charge in e.
Cartesian coordinates (Å):
S  -1.11  0.99  -2.71  0.52
C  -1.06  0.51  -1.10  -0.74
N  -0.24  0.40  -0.08  -0.15
C  -0.26  -0.34  1.17  -0.13
C  0.93  0.39  0.72  -0.50
S  2.13  -0.92  0.19  0.73
H  -2.15  0.13  -0.89  0.08
H  -0.41  -1.45  0.96  0.14
H  -0.90  0.13  1.82  0.09
H  1.38  1.26  1.00  0.08
H  1.70  -1.12  -1.08  -0.12

- gap between HOMO and LUMO (eV) = 8.67
- total charge = 0
- HOMO level (eV) = -8.23
- structure (SMILES) = S=CN1C[C@H]1S



Which structure is most stable? A, by 94.4 kJ/mol over the runner-up.